Record 1
{
  "formula": "CH4N3",
  "method": "the ωB97M-V functional and the def2-TZVPD basis",
  "species": ["C", "N", "N", "N", "H", "H", "H", "H"],
  "positions_angstrom": [[-0.39323, -0.57545, -0.03032], [-0.18583, 0.66966, -0.34489], [0.34607, 1.37753, -1.21351], [0.21977, -1.40163, 0.68176], [-1.00213, 1.17662, 0.16748], [0.03893, 2.36073, -1.05010], [-0.18400, -2.38781, 0.75267], [1.16042, -1.21964, 1.03692]],
  "atomic_forces_ev_per_a": [[-1.3, -1.8, -1.6], [-2.4, 3.5, 2.1], [1.1, 0.4, -0.8], [0.4, -1.9, 0.4], [1.3, -0.8, 0.0], [0.2, -0.8, -0.4], [0.9, 1.8, 0.1], [-0.1, -0.2, 0.4]],
  "gap_ev": [9.25, 9.25],
  "e_homo_ev": [-15.06, -15.06],
  "lumo_energy_ev": [-5.81, -5.81],
  "total_energy_ha": -204.3505,
  "total_charge": 1,
  "fmax_ev_per_a": 4.72
}



Record 2
{
  "formula": "C23H15F3N5V",
  "method": "the ωB97M-V functional and the def2-TZVPD basis",
  "species": ["V", "N", "C", "N", "C", "N", "N", "C", "C", "C", "C", "C", "C", "N", "C", "C", "C", "C", "C", "C", "H", "H", "H", "H", "H", "H", "H", "H", "H", "H", "H", "F", "C", "F", "F", "C", "C", "C", "C", "C", "C", "C", "C", "H", "H", "H", "H"],
  "positions_angstrom": [[2.29601, -0.79432, -0.57610], [0.10931, -1.15272, 3.06230], [0.82731, -1.49092, 1.97790], [1.28621, -0.63002, 1.11740], [0.99921, 0.72658, 1.27880], [1.56531, 1.59278, 0.49020], [2.35911, 1.02538, -0.40990], [3.26321, 1.67858, -1.09660], [4.09011, 0.80148, -1.87510], [5.33681, 1.12428, -2.41930], [6.13191, 0.10838, -2.91960], [5.65681, -1.20152, -2.91360], [4.38971, -1.44152, -2.41480], [3.63371, -0.48372, -1.89260], [0.14231, 1.13838, 2.36150], [-0.26259, 2.46528, 2.53930], [-1.02409, 2.80648, 3.63640], [-1.38789, 1.83738, 4.56980], [-1.02059, 0.51888, 4.39890], [-0.26499, 0.15898, 3.28900], [-0.19009, -1.86032, 3.72060], [1.04021, -2.54632, 1.83070], [3.41021, 2.74788, -1.00980], [5.68541, 2.14538, -2.39430], [7.12281, 0.31988, -3.28900], [6.25671, -2.01412, -3.28610], [3.94851, -2.43682, -2.43140], [0.04281, 3.19748, 1.80890], [-1.35059, 3.82658, 3.76970], [-1.96669, 2.12008, 5.43510], [-1.31739, -0.23422, 5.11320], [-6.81439, 0.14628, -0.55710], [-6.28529, -0.90442, -1.19400], [-6.66749, -1.99912, -0.50540], [-6.88429, -0.98292, -2.38990], [-4.78789, -0.84152, -1.30850], [-4.15509, -1.78542, -2.11120], [-2.77909, -1.80072, -2.19610], [-2.02819, -0.86502, -1.48050], [-2.67349, 0.07598, -0.66810], [-4.05029, 0.08778, -0.58550], [-0.61689, -0.87032, -1.50520], [0.60191, -0.86712, -1.44270], [-4.75299, -2.49872, -2.65710], [-2.27399, -2.53972, -2.80050], [-2.08049, 0.78338, -0.10410], [-4.56069, 0.80818, 0.03440]],
  "atomic_forces_ev_per_a": [[-0.1, -3.7, 0.2], [0.3, -0.6, -0.4], [-0.3, 0.1, 0.5], [-0.6, -0.2, 1.9], [0.5, 0.5, -0.5], [-1.2, 1.4, 1.4], [1.4, 1.3, -0.5], [-0.5, 0.4, 0.4], [0.8, -0.2, -0.5], [-0.4, 0.0, 0.1], [-0.2, -0.2, 0.0], [-0.1, 0.2, 0.0], [0.5, -0.5, -0.5], [1.8, 0.9, -1.3], [-0.4, -0.2, 0.5], [0.0, -0.2, 0.1], [0.0, 0.1, -0.1], [0.0, -0.1, -0.1], [0.0, -0.1, 0.0], [0.0, 1.1, -0.2], [0.1, 0.0, -0.2], [-0.1, 0.1, 0.1], [-0.1, 0.0, 0.0], [0.0, 0.1, 0.0], [0.1, 0.1, -0.1], [0.0, -0.1, -0.1], [0.1, 0.1, 0.0], [0.0, 0.1, 0.0], [0.0, 0.1, 0.0], [-0.1, 0.0, 0.1], [0.0, -0.1, 0.1], [0.1, 0.2, 0.1], [-0.2, -0.1, 0.1], [0.0, -0.1, 0.0], [0.1, 0.0, -0.2], [0.0, 0.0, 0.0], [-0.1, 0.2, 0.2], [0.0, 0.1, 0.0], [-0.5, 0.1, 0.2], [0.0, -0.2, -0.2], [-0.3, -0.1, -0.1], [0.7, -0.1, -0.2], [-1.6, -0.2, -0.8], [0.0, -0.1, -0.1], [0.0, 0.0, -0.1], [0.0, 0.1, 0.0], [0.0, 0.1, 0.1]],
  "gap_ev": [5.65, 6.70],
  "e_homo_ev": [-9.80, -10.90],
  "lumo_energy_ev": [-4.15, -4.19],
  "total_energy_ha": -2402.5719,
  "total_charge": 1,
  "multiplicity": 4,
  "fmax_ev_per_a": 3.68
}



Record 3
{
  "formula": "C3H2N2O2",
  "method": "the ωB97M-V functional and the def2-TZVPD basis",
  "species": ["O", "C", "N", "C", "O", "H", "C", "N", "H"],
  "positions_angstrom": [[0.33636, 1.19109, 2.76075], [0.48469, 0.46989, 1.88956], [0.39520, -0.30490, 0.98002], [1.09254, -0.49032, -0.15254], [2.23651, -0.19732, -0.29565], [0.37426, -0.98465, -0.85624], [-2.59046, 1.80101, 1.07024], [-2.01831, 1.45264, 0.15358], [-3.03555, 2.22751, 1.85993]],
  "atomic_forces_ev_per_a": [[0.2, 1.2, 1.6], [-0.5, 0.0, -0.2], [-0.8, -0.5, 1.2], [-0.6, -1.0, -1.5], [0.7, 0.1, -0.6], [1.1, 0.2, -0.3], [1.0, -0.5, -1.6], [0.5, -0.5, -0.9], [-1.5, 1.1, 2.5]],
  "gap_ev": 11.53,
  "e_homo_ev": -10.83,
  "lumo_energy_ev": 0.70,
  "total_energy_ha": -375.4729,
  "smiles": "O=C=NC=O.C#N",
  "fmax_ev_per_a": 3.10
}



Please write out number 3 again, unchanged.
{
  "formula": "C3H2N2O2",
  "method": "the ωB97M-V functional and the def2-TZVPD basis",
  "species": ["O", "C", "N", "C", "O", "H", "C", "N", "H"],
  "positions_angstrom": [[0.33636, 1.19109, 2.76075], [0.48469, 0.46989, 1.88956], [0.39520, -0.30490, 0.98002], [1.09254, -0.49032, -0.15254], [2.23651, -0.19732, -0.29565], [0.37426, -0.98465, -0.85624], [-2.59046, 1.80101, 1.07024], [-2.01831, 1.45264, 0.15358], [-3.03555, 2.22751, 1.85993]],
  "atomic_forces_ev_per_a": [[0.2, 1.2, 1.6], [-0.5, 0.0, -0.2], [-0.8, -0.5, 1.2], [-0.6, -1.0, -1.5], [0.7, 0.1, -0.6], [1.1, 0.2, -0.3], [1.0, -0.5, -1.6], [0.5, -0.5, -0.9], [-1.5, 1.1, 2.5]],
  "gap_ev": 11.53,
  "e_homo_ev": -10.83,
  "lumo_energy_ev": 0.70,
  "total_energy_ha": -375.4729,
  "smiles": "O=C=NC=O.C#N",
  "fmax_ev_per_a": 3.10
}